# 1
Formula: C14H39IN3O5
Source: the OMol25 dataset
Level of theory: ωB97M-V/def2-TZVPD

```
! RIJCOSX wB97M-V def2-TZVPD def2/J DEFGRID3
* xyz -1 1
I -1.15204 -2.23928 1.36183
C 0.78306 0.47770 -1.46120
C 1.93751 0.54755 -0.45452
C 2.83410 1.78544 -0.67097
O 3.92120 1.70475 0.23222
C 4.97404 2.56763 -0.07523
N 1.39057 0.42115 0.90395
H 1.09163 0.60304 -2.50698
H 0.05774 1.26146 -1.23566
H 0.33580 -0.51465 -1.40299
H 2.62543 -0.29647 -0.57978
H 2.18789 2.64466 -0.44257
H 3.22061 1.85679 -1.69052
H 5.57651 2.70694 0.82565
H 4.60879 3.58474 -0.27150
H 5.62226 2.23475 -0.89102
H 0.61260 -0.23130 0.79961
H 0.88993 1.29843 1.06085
C -0.74032 -3.86668 -2.89117
C 0.51929 -4.57091 -2.43882
C 1.65517 -4.23163 -3.43764
O 2.11387 -2.89624 -3.20278
C 2.82532 -2.30013 -4.25345
N 0.92561 -4.09296 -1.12637
H -1.63805 -4.12823 -2.33158
H -0.98849 -4.11731 -3.93512
H -0.63187 -2.78554 -2.98886
H 0.46761 -5.66163 -2.51843
H 1.37628 -4.26865 -4.49704
H 2.52030 -4.89769 -3.33675
H 2.24661 -2.26722 -5.18085
H 3.76642 -2.83717 -4.42666
H 3.10175 -1.30122 -3.91912
H 0.10057 -3.75395 -0.64322
H 1.58193 -3.33656 -1.25299
C -4.47250 0.39386 0.08454
C -3.30150 1.37255 -0.03914
C -3.81972 2.82896 -0.08543
O -2.80329 3.73099 -0.39218
C -3.09511 5.05045 -0.09796
N -2.27562 1.17329 0.95611
H -4.08506 -0.62489 0.13384
H -5.08826 0.50615 -0.81061
H -4.99934 0.53639 1.03282
H -2.84247 1.14386 -1.01112
H -4.14254 2.96955 0.95792
H -4.64796 2.89939 -0.79714
H -4.14238 5.30925 -0.28728
H -2.49888 5.78113 -0.65388
H -2.82715 5.33225 0.93075
H -2.77681 1.26568 1.84381
H -2.08220 0.16483 0.93338
C -0.02043 0.46823 6.29963
C -0.40038 0.16513 4.83948
O -0.00724 -1.14509 4.52936
O 1.23057 -0.07202 6.71464
H -0.84032 0.20941 6.97488
H 0.05106 1.56429 6.34350
H 0.00517 0.92008 4.15651
H -1.48220 0.31142 4.73428
H -0.68349 -1.53849 3.95403
H 1.32837 0.18372 7.63493
*
```

Output
Molar mass   456.39 g mol⁻¹
LUMO   2.80 eV
HOMO level   -4.420 eV

Atomic partial charges in e from the Mulliken method, atoms 1 to 6:
1. I -0.5903
2. C -0.9479
3. C 0.3953
4. C -0.7822
5. O -0.2815
6. C -0.7942

---

# 2
Formula: C14H39N3O5P
Source: the OMol25 dataset
Level of theory: ωB97M-V/def2-TZVPD

```
! RIJCOSX wB97M-V def2-TZVPD def2/J DEFGRID3
* xyz 1 1
N -5.46846 3.61332 0.48137
C -5.94369 2.24941 0.02613
C -4.78452 1.29066 -0.62475
P -3.77380 2.07956 -2.03923
O -4.76751 2.79826 -3.31475
H -6.27334 4.07604 0.99845
H -4.67946 3.55980 1.16739
H -6.43609 1.62083 0.91383
H -6.77544 2.41465 -0.78753
H -5.35490 0.35452 -1.09618
H -4.06154 0.83459 0.18953
H -2.72213 2.98769 -1.59327
H -3.06688 0.97281 -2.69915
H -5.47877 3.36827 -2.89653
C -0.62071 -3.42663 1.20900
O 0.30599 -3.60876 0.14819
C -0.07843 -4.63743 -0.77633
C -0.52646 -4.03263 -2.11652
N -1.80931 -3.33146 -1.98842
C -2.14062 -2.47950 -3.13669
C -1.16865 -1.33341 -3.48678
O -1.13414 -0.27660 -2.52504
C -0.30932 -0.53614 -1.39442
H -0.14666 -2.79798 1.96808
H -1.51875 -2.90818 0.85998
H -0.89774 -4.37838 1.67031
H -0.84107 -5.30385 -0.35846
H 0.81691 -5.24103 -0.95415
H -0.62603 -4.83122 -2.85762
H 0.26671 -3.35473 -2.44799
H -1.78940 -2.74925 -1.15712
H -3.11857 -2.03504 -2.91750
H -2.27646 -3.11549 -4.01826
H -1.53541 -0.87336 -4.41122
H -0.15748 -1.68691 -3.71445
H 0.57643 -1.12506 -1.65098
H -0.88710 -1.02098 -0.60539
H 0.02347 0.42700 -0.99334
C 3.87675 2.78897 4.35204
O 4.89904 2.44642 3.42745
C 5.27352 1.06148 3.47654
C 4.77300 0.31223 2.23127
N 3.31258 0.16791 2.24086
C 2.74670 -0.25637 0.95483
C 2.98316 0.65151 -0.27019
O 2.29824 1.90482 -0.21479
C 2.95488 2.90081 0.56161
H 3.81727 3.87989 4.40173
H 2.90416 2.41691 4.01631
H 4.09418 2.40737 5.35329
H 4.94091 0.57658 4.40098
H 6.36762 1.03874 3.47438
H 5.23183 -0.68039 2.19853
H 5.11193 0.87525 1.35566
H 2.89153 1.05597 2.49483
H 1.66418 -0.33867 1.10763
H 3.10826 -1.26525 0.72777
H 2.56693 0.13093 -1.13994
H 4.04524 0.79688 -0.49407
H 4.04473 2.83030 0.49459
H 2.62239 2.85394 1.60022
H 2.65030 3.88037 0.17827
*
```

Output
Molar mass   360.46 g mol⁻¹
LUMO   -3.92 eV
Energy above the lowest of the compared OMol25 structures with the same formula, charge and spin   204.0 kJ/mol
HOMO level   -10.454 eV

Atomic partial charges in e from the Mulliken method, atoms 1 to 6:
1. N -0.5587
2. C -0.6164
3. C -0.5056
4. P 0.4734
5. O -0.4995
6. H 0.2754

---

# 3
Formula: C14H40N3O6PdZn
Source: the OMol25 dataset
Level of theory: ωB97M-V/def2-TZVPD

```
! RIJCOSX wB97M-V def2-TZVPD def2/J DEFGRID3
* xyz 3 3
Zn 25.43794 -1.24681 -16.85432
Pd 21.81684 -0.09051 -15.50413
O 23.81908 -0.64458 -15.87399
H 24.24608 -0.52152 -15.01600
C 26.10059 2.33282 -16.62727
C 27.23236 1.33477 -16.68230
C 28.57222 1.76709 -16.14232
O 29.44980 0.67619 -16.30477
C 30.73881 0.72802 -15.75314
N 26.86949 0.04900 -15.97076
H 25.14733 2.01692 -17.04796
H 26.50095 3.22951 -17.10892
H 25.84390 2.69415 -15.62595
H 27.47578 0.99986 -17.69795
H 28.59202 2.03836 -15.07740
H 28.94925 2.66232 -16.64975
H 30.81579 0.82137 -14.66574
H 31.30912 1.51740 -16.25282
H 31.30973 -0.17709 -15.97170
H 26.78046 0.28118 -14.97519
H 27.78767 -0.41907 -15.92957
C 24.03594 -1.22177 -20.88540
C 24.06058 -1.39385 -19.37289
C 24.06642 -2.84810 -18.96390
O 24.39135 -3.04864 -17.59277
C 24.17323 -4.41147 -17.23679
N 25.29622 -0.70020 -18.82492
H 24.06272 -0.17915 -21.19319
H 23.16503 -1.71829 -21.32118
H 24.86909 -1.74839 -21.36397
H 23.21965 -0.82024 -18.96879
H 24.82908 -3.33517 -19.59276
H 23.13653 -3.35910 -19.22032
H 24.71767 -5.11644 -17.86839
H 23.11406 -4.66004 -17.32125
H 24.49476 -4.61049 -16.21749
H 25.99950 -1.13227 -19.42599
H 25.22715 0.26962 -19.12291
C 21.01065 -4.11307 -13.97043
C 21.49456 -2.91692 -14.82245
C 20.60193 -2.73969 -16.00741
O 20.98056 -1.62355 -16.85331
C 20.32653 -1.72773 -18.14734
N 21.43348 -1.67182 -13.97215
H 20.45130 -3.93045 -13.05372
H 21.92610 -4.62897 -13.66993
H 20.44378 -4.83132 -14.56380
H 22.50930 -3.09207 -15.17551
H 19.54685 -2.63693 -15.72943
H 20.71995 -3.62394 -16.63892
H 20.70565 -0.86760 -18.69990
H 19.24758 -1.64040 -18.03641
H 20.66004 -2.63129 -18.64902
H 20.49234 -1.67866 -13.56779
H 22.01144 -1.89775 -13.15848
C 27.42533 -3.11381 -15.26737
C 27.81201 -3.53600 -16.65948
O 27.58535 -2.40487 -17.52887
O 26.02659 -2.67993 -15.25451
H 27.98231 -2.24060 -14.93043
H 27.67724 -3.96403 -14.63241
H 27.12219 -4.29214 -17.03835
H 28.84828 -3.86878 -16.66978
H 27.91419 -2.59189 -18.41537
H 25.68894 -3.03907 -14.42370
*
```

Output
Molar mass   518.30 g mol⁻¹
LUMO (alpha / beta)   -9.72 / -12.10 eV
Expectation value of S²   2.00
Energy above the lowest of the compared OMol25 structures with the same formula, charge and spin   28.5 kJ/mol
HOMO level (alpha / beta)   -16.935 / -16.935 eV

Atomic partial charges in e from the Mulliken method, atoms 1 to 6:
1. Zn 0.9473
2. Pd 0.7107
3. O -0.2828
4. H 0.1276
5. C -1.5221
6. C 0.4004

---

# 4
Formula: C14H40NO17S4
Source: the OMol25 dataset
Level of theory: ωB97M-V/def2-TZVPD

```
! RIJCOSX wB97M-V def2-TZVPD def2/J DEFGRID3
* xyz -1 1
N -0.80380 0.03416 0.22267
O -1.95311 -0.38793 0.22268
O -0.05009 -0.21469 1.18945
O -0.40032 0.64995 -0.79921
C -0.48438 -2.37322 -3.55793
O -1.96872 -2.32376 -3.49166
H -0.04021 -1.49387 -3.20250
H -0.14816 -3.25388 -2.99823
H -0.14677 -2.55514 -4.59092
H -2.28351 -1.43473 -3.69355
C 2.37647 1.32576 -2.83359
O 1.87257 0.12926 -3.52230
H 2.16858 2.15097 -3.50864
H 1.87682 1.44775 -1.88115
H 3.43401 1.14201 -2.70671
H 0.95273 0.34653 -3.63303
O -0.60791 -5.18408 -1.46737
S -1.80094 -4.85448 -0.71295
O -3.03308 -5.05394 -1.36341
O -1.86477 -5.59137 0.72864
C -2.16912 -7.00215 0.67817
C -1.05897 -7.95929 0.98711
C -1.60429 -3.18714 -0.18073
H -2.64517 -7.23099 -0.26965
H -2.82398 -7.25270 1.47056
H -1.58455 -8.88110 1.28593
H -0.44322 -7.69710 1.85906
H -0.42705 -8.14717 0.12325
H -0.84499 -3.22365 0.61265
H -2.57691 -2.86026 0.14371
H -1.28601 -2.68461 -1.13705
O 1.29593 -3.83487 2.37235
S 2.51231 -3.07457 2.24616
O 3.75202 -3.56006 2.79482
O 2.91418 -2.75382 0.70660
C 1.98029 -2.93487 -0.40403
C 2.81056 -2.73029 -1.71272
C 2.17247 -1.43265 2.94392
H 1.15986 -2.20305 -0.36950
H 1.50796 -3.93630 -0.34017
H 2.35170 -3.23807 -2.54081
H 3.79270 -3.20550 -1.48230
H 2.92633 -1.66794 -1.91781
H 1.20105 -1.09087 2.61082
H 2.98024 -0.75007 2.64848
H 2.25271 -1.65630 3.99958
O -2.11109 5.48236 -2.34657
S -1.61612 4.68719 -1.28518
O -0.19018 4.51354 -1.03770
O -2.25071 5.23849 0.06728
C -1.72663 6.58080 0.39362
C -2.96605 7.26109 1.01648
C -2.36006 3.10772 -1.29416
H -1.48768 7.09903 -0.52863
H -0.86891 6.51527 1.06991
H -2.91552 8.35496 1.15910
H -3.18268 6.71458 1.94313
H -3.81431 7.09983 0.35506
H -3.43278 3.07184 -1.24170
H -1.93536 2.47380 -0.52425
H -2.11756 2.68359 -2.26021
O 0.60028 3.82596 4.35520
S 0.24488 4.22282 3.03364
O -0.40821 5.51978 2.88706
O 1.45705 4.29587 2.03079
C 2.34012 3.15367 1.97736
C 3.00111 3.34552 0.55580
C -0.76648 2.93671 2.26521
H 1.74714 2.20240 2.00780
H 3.09787 3.15980 2.80169
H 3.63344 2.50725 0.29666
H 3.55617 4.33031 0.49151
H 2.24033 3.37164 -0.20516
H -0.66112 1.95967 2.82727
H -0.56158 2.74991 1.18056
H -1.78683 3.22469 2.47972
*
```

Output
Molar mass   622.73 g mol⁻¹
LUMO   2.41 eV
HOMO level   -6.328 eV

Atomic partial charges in e from the Mulliken method, atoms 1 to 6:
1. N 0.8047
2. O -0.7166
3. O -0.5722
4. O -0.5179
5. C -0.4431
6. O -0.5549